Computed, not measured: a structure of composition C31H43FIrN3P2 in a non-equilibrium geometry, with wB97M-V/def2-TZVPD.

Each line ends with the Mulliken charge.
CARTESIAN COORDINATES (ANGSTROEM)
Ir (0.798, 0.693, -1.382)  0.450
C (-1.927, 1.549, 2.158)  -1.290
C (-2.686, 0.780, 1.069)  0.587
C (-4.195, 0.875, 1.286)  -1.586
C (-2.177, -0.653, 1.019)  1.167
C (-2.597, -1.574, 2.020)  -0.779
C (-2.409, -2.974, 1.839)  -1.454
C (-1.536, -3.415, 0.910)  -0.830
C (-0.581, -2.433, 0.256)  4.525
C (0.042, -3.054, -1.042)  -0.384
C (-0.976, -3.196, -2.177)  -1.706
C (1.338, -2.414, -1.535)  -1.243
C (-1.340, -1.106, 0.047)  -3.109
N (-1.076, -0.287, -1.113)  0.805
C (-2.098, -0.233, -2.011)  0.500
C (-3.314, -0.968, -1.864)  -0.270
C (-4.325, -0.868, -2.784)  -1.115
C (-4.179, -0.051, -3.911)  -0.596
C (-2.997, 0.654, -4.117)  -0.706
C (-1.992, 0.545, -3.194)  0.663
F (-0.841, 1.197, -3.442)  -0.231
H (-2.304, 2.571, 2.229)  0.497
H (-0.854, 1.610, 1.946)  0.136
H (-2.055, 1.078, 3.136)  0.339
H (-2.449, 1.251, 0.116)  -0.077
H (-4.485, 0.511, 2.274)  0.370
H (-4.758, 0.310, 0.539)  0.350
H (-4.513, 1.917, 1.223)  0.454
H (-3.240, -1.223, 2.817)  0.574
H (-3.009, -3.673, 2.408)  0.554
H (-1.440, -4.468, 0.673)  0.698
H (0.301, -4.070, -0.761)  0.713
H (-1.007, -2.306, -2.804)  0.321
H (-1.985, -3.394, -1.812)  0.293
H (-0.692, -4.031, -2.818)  0.585
H (1.178, -1.376, -1.897)  0.022
H (1.733, -2.964, -2.391)  0.536
H (2.118, -2.380, -0.770)  0.201
H (-3.437, -1.622, -1.014)  0.598
H (-5.234, -1.437, -2.641)  0.504
H (-4.978, 0.025, -4.636)  0.444
H (-2.841, 1.270, -4.993)  0.539
C (4.273, 0.198, -0.132)  -1.485
P (2.566, 0.719, 0.188)  0.763
C (2.154, -0.254, 1.725)  -1.337
C (2.721, 2.435, 0.760)  -0.054
C (3.457, 2.754, 1.901)  -0.437
C (3.557, 4.069, 2.331)  -0.914
C (2.930, 5.079, 1.612)  -0.793
C (2.212, 4.773, 0.465)  -0.742
C (2.102, 3.454, 0.029)  0.465
P (1.230, 3.017, -1.501)  1.293
C (2.411, 3.405, -2.827)  -1.313
C (-0.083, 4.240, -1.707)  -1.442
H (4.887, 0.368, 0.754)  0.453
H (4.683, 0.779, -0.957)  0.397
H (4.307, -0.858, -0.403)  0.414
H (2.118, 0.405, 2.592)  0.609
H (2.922, -1.004, 1.884)  0.636
H (0.212, -0.226, 1.045)  -0.919
H (3.953, 1.977, 2.473)  0.449
H (4.120, 4.305, 3.224)  0.441
H (3.005, 6.106, 1.943)  0.426
H (1.737, 5.576, -0.085)  0.353
H (2.734, 4.444, -2.739)  0.470
H (1.942, 3.255, -3.800)  0.413
H (3.283, 2.756, -2.760)  0.327
H (0.326, 5.245, -1.815)  0.553
H (-0.766, 4.210, -0.859)  0.428
H (-0.635, 3.991, -2.613)  0.414
C (1.109, -4.517, 1.834)  -0.958
N (1.156, -3.060, 2.054)  0.482
C (1.797, -2.713, 3.337)  -1.351
C (0.552, -2.142, 1.316)  -1.071
N (0.852, -0.870, 1.499)  0.590
H (0.305, -4.969, 2.413)  0.377
H (2.060, -4.920, 2.176)  0.440
H (1.007, -4.758, 0.789)  0.304
H (1.464, -3.447, 4.068)  0.416
H (1.479, -1.727, 3.661)  0.469
H (2.883, -2.759, 3.265)  0.380

Values from the calculation:
energy relative to the best compared isomer or geometry (same formula, charge and spin)	19.2	kcal per mole
strongest force on any atom	1.05	eV Å⁻¹
DFT total energy	-2257.6304	a.u.
net charge	+2
HOMO level (alpha / beta)	-11.89 / -13.65	eV
2S+1	5
E_LUMO (alpha / beta)	-0.1728 / -0.2749	Ha



Computed, not measured: a structure of composition C31H43FN4O2S6Ti in a non-equilibrium geometry, with wB97M-V/def2-TZVPD.

Each line ends with the Mulliken charge.
CARTESIAN COORDINATES (ANGSTROEM)
Ti (-0.524, 0.833, 0.083)  0.739
C (-0.213, 4.175, -1.789)  -1.100
C (-1.468, 4.601, -1.052)  -0.742
S (-2.542, 3.221, -0.626)  0.110
C (-3.092, 3.748, 1.006)  -0.403
C (-3.835, 2.581, 1.636)  -1.140
S (-2.921, 1.020, 1.618)  -0.021
C (-2.202, 1.021, 3.283)  -0.401
C (-0.991, 1.922, 3.437)  -1.322
S (0.860, 1.636, 2.190)  0.387
C (0.707, 3.419, 1.776)  0.450
C (1.392, 3.861, 0.493)  -1.154
S (0.815, 2.943, -0.968)  0.128
H (0.427, 5.047, -1.947)  0.586
H (-0.449, 3.758, -2.768)  0.425
H (-2.017, 5.306, -1.680)  0.617
H (-1.195, 5.124, -0.131)  0.322
H (-3.760, 4.607, 0.923)  0.538
H (-2.241, 4.029, 1.627)  -0.020
H (-4.763, 2.405, 1.090)  0.483
H (-4.096, 2.799, 2.673)  0.470
H (-1.946, -0.029, 3.453)  -0.001
H (-3.033, 1.246, 3.962)  0.634
H (-0.527, 1.699, 4.405)  0.574
H (-1.297, 2.973, 3.477)  0.517
H (1.036, 4.019, 2.626)  0.579
H (-0.364, 3.560, 1.658)  -1.149
H (2.471, 3.741, 0.531)  0.540
H (1.187, 4.922, 0.325)  0.703
C (-3.635, -3.511, -6.925)  -1.458
C (-3.000, -2.481, -6.035)  1.072
C (-3.414, -2.314, -4.717)  -0.921
C (-2.838, -1.355, -3.900)  -0.298
C (-1.827, -0.550, -4.400)  -0.731
C (-1.396, -0.699, -5.711)  -0.242
C (-1.983, -1.662, -6.516)  -0.708
S (-1.125, 0.727, -3.392)  1.477
O (-2.113, 1.768, -3.267)  -0.771
O (0.149, 1.072, -3.980)  -0.699
N (-0.962, 0.043, -1.945)  0.487
C (0.164, -0.792, -1.830)  -0.040
C (0.590, -1.764, -2.750)  -0.524
C (1.667, -2.555, -2.427)  -0.754
C (2.339, -2.389, -1.210)  -1.460
C (1.884, -1.398, -0.374)  -0.553
N (0.836, -0.624, -0.681)  0.944
H (-4.331, -4.137, -6.369)  0.339
H (-2.883, -4.159, -7.376)  0.340
H (-4.187, -3.041, -7.740)  0.323
H (-4.198, -2.949, -4.324)  0.298
H (-3.159, -1.243, -2.873)  0.427
H (-0.598, -0.075, -6.087)  0.502
H (-1.643, -1.782, -7.538)  0.381
H (0.068, -1.899, -3.683)  0.292
H (1.995, -3.317, -3.123)  0.442
H (3.196, -2.986, -0.939)  0.597
H (2.370, -1.178, 0.570)  0.737
F (6.916, 1.323, 1.161)  -0.361
C (5.570, 1.413, 1.283)  0.339
C (5.027, 1.708, 2.516)  -0.889
C (3.642, 1.782, 2.613)  -0.876
C (2.792, 1.594, 1.523)  0.231
C (3.404, 1.297, 0.306)  -0.015
C (4.783, 1.201, 0.169)  -0.803
H (5.676, 1.866, 3.366)  0.436
H (3.205, 1.995, 3.584)  0.398
H (2.810, 1.139, -0.585)  0.250
H (5.246, 0.970, -0.782)  0.503
C (0.596, -1.143, 5.201)  -1.311
C (1.044, -2.035, 4.057)  -0.248
N (0.355, -1.640, 2.834)  1.012
C (-0.352, -2.400, 1.997)  0.242
S (-1.539, -1.749, 0.978)  -0.402
N (-0.140, -3.747, 2.029)  -0.127
C (1.201, -4.338, 1.992)  -0.328
C (1.284, -5.602, 2.822)  -1.358
H (1.090, -1.431, 6.128)  0.449
H (-0.482, -1.212, 5.344)  0.318
H (0.843, -0.102, 4.991)  0.227
H (0.813, -3.084, 4.254)  0.246
H (2.127, -1.953, 3.917)  0.275
H (0.230, -0.644, 2.710)  -1.099
H (-0.812, -4.221, 1.444)  0.392
H (1.917, -3.595, 2.338)  0.261
H (1.456, -4.541, 0.946)  0.381
H (1.076, -5.395, 3.872)  0.297
H (2.276, -6.045, 2.748)  0.393
H (0.561, -6.343, 2.480)  0.317

Values from the calculation:
energy relative to the best compared isomer or geometry (same formula, charge and spin)	34.2	kcal per mole
strongest force on any atom	1.54	eV Å⁻¹
DFT total energy	-4915.0046	a.u.
HOMO level (alpha / beta)	-6.13 / -6.14	eV
2S+1	3
E_LUMO (alpha / beta)	0.0173 / 0.0172	Ha



Computed, not measured: a structure of composition C31H43NO11PtS4SeSi in a non-equilibrium geometry, with wB97M-V/def2-TZVPD.

Each line ends with the Mulliken charge.
CARTESIAN COORDINATES (ANGSTROEM)
Pt (1.301, -0.703, -0.231)  1.748
O (4.802, -2.408, -0.185)  -0.771
S (3.716, -1.957, 0.653)  1.575
O (3.950, -2.002, 2.056)  -0.593
O (2.443, -2.553, 0.177)  -0.482
C (3.671, -0.124, 0.216)  -0.672
C (4.374, 0.233, -0.934)  -0.202
C (4.631, 1.573, -1.179)  -0.749
C (4.264, 2.543, -0.258)  -0.663
C (3.612, 2.185, 0.915)  -0.951
C (3.311, 0.854, 1.112)  0.526
S (2.279, 0.369, 2.543)  1.106
O (3.211, 0.123, 3.602)  -0.738
O (1.440, 1.526, 2.783)  -0.157
O (1.542, -0.769, 1.997)  -0.615
H (4.731, -0.556, -1.580)  0.676
H (5.133, 1.853, -2.093)  0.474
H (4.476, 3.581, -0.459)  0.451
H (3.294, 2.908, 1.649)  0.444
C (2.671, 4.362, 4.402)  -1.533
C (1.184, 4.234, 4.301)  1.163
C (0.427, 5.108, 3.529)  -0.845
C (-0.943, 4.942, 3.410)  -0.548
C (-1.551, 3.892, 4.068)  -0.355
C (-0.827, 3.038, 4.879)  -0.101
C (0.539, 3.214, 4.996)  -0.498
S (-3.280, 3.553, 3.774)  1.279
O (-3.735, 2.570, 4.707)  -0.698
O (-4.005, 4.786, 3.645)  -0.729
N (-3.358, 2.871, 2.243)  -0.281
C (-2.490, 1.766, 1.917)  -1.110
C (-1.103, 2.218, 1.456)  1.943
C (-0.342, 1.170, 0.686)  0.392
O (-0.743, -0.011, 0.651)  -0.948
O (0.688, 1.525, 0.059)  -0.558
H (3.047, 5.143, 3.745)  0.363
H (3.130, 3.409, 4.140)  0.276
H (2.956, 4.599, 5.426)  0.400
H (0.914, 5.920, 3.006)  0.354
H (-1.550, 5.614, 2.821)  0.499
H (-1.350, 2.252, 5.401)  0.515
H (1.123, 2.543, 5.607)  0.360
H (-3.402, 3.590, 1.538)  0.346
H (-2.962, 1.171, 1.128)  0.403
H (-2.419, 1.148, 2.813)  0.407
H (-0.446, 2.446, 2.299)  -1.291
H (-1.171, 3.111, 0.829)  0.163
C (-3.300, 2.161, -2.328)  -1.220
S (-1.634, 1.471, -2.075)  0.384
C (-0.650, 2.946, -2.440)  -1.067
H (-3.412, 2.468, -3.363)  0.390
H (-3.452, 3.007, -1.664)  0.324
H (-4.003, 1.372, -2.092)  0.352
H (-0.887, 3.734, -1.730)  0.366
H (-0.849, 3.279, -3.454)  0.469
H (0.389, 2.647, -2.335)  0.127
C (2.018, -0.064, -5.764)  -1.177
Si (0.733, -1.035, -4.715)  0.674
C (0.981, -2.917, -4.953)  -1.068
C (-1.055, -0.376, -4.977)  -0.967
Se (1.591, -0.380, -2.513)  -0.265
H (1.791, -0.081, -6.825)  0.405
H (3.005, -0.496, -5.625)  0.326
H (2.070, 0.973, -5.443)  0.325
H (1.149, -3.164, -5.996)  0.498
H (0.130, -3.491, -4.602)  0.266
H (1.846, -3.236, -4.378)  0.294
H (-1.474, -0.765, -5.900)  0.510
H (-1.060, 0.709, -5.040)  0.272
H (-1.714, -0.654, -4.160)  0.202
C (-4.455, -5.263, 1.205)  -1.578
C (-3.167, -4.941, 0.519)  0.610
C (-2.080, -5.801, 0.586)  -0.852
C (-0.873, -5.500, -0.018)  0.981
C (0.245, -6.490, 0.106)  -1.777
C (-0.747, -4.295, -0.743)  0.577
C (0.524, -3.961, -1.361)  -0.492
O (0.754, -2.963, -2.027)  -0.617
C (-1.859, -3.428, -0.850)  1.263
C (-1.814, -2.185, -1.674)  -0.555
C (-3.037, -3.764, -0.207)  -1.208
H (-4.465, -6.290, 1.562)  0.365
H (-5.300, -5.116, 0.535)  0.374
H (-4.592, -4.598, 2.057)  0.313
H (-2.176, -6.729, 1.134)  0.301
H (-0.078, -7.332, 0.715)  0.353
H (1.112, -6.040, 0.584)  0.374
H (0.550, -6.867, -0.869)  0.355
H (1.326, -4.698, -1.225)  0.323
H (-1.531, -2.425, -2.698)  0.068
H (-1.064, -1.490, -1.275)  -0.133
H (-2.781, -1.688, -1.669)  0.366
H (-3.887, -3.103, -0.283)  0.395

Values from the calculation:
energy relative to the best compared isomer or geometry (same formula, charge and spin)	84.4	kcal per mole
strongest force on any atom	3.10	eV Å⁻¹
DFT total energy	-6492.3066	a.u.
HOMO level (alpha / beta)	-8.94 / -9.09	eV
2S+1	5
E_LUMO (alpha / beta)	-0.0116 / -0.1455	Ha



Computed, not measured: a structure of composition C31H44AsCdN3O3SSe3, with wB97M-V/def2-TZVPD.

Each line ends with the Mulliken charge.
CARTESIAN COORDINATES (ANGSTROEM)
Cd (0.489, 0.050, -0.206)  1.422
O (2.176, 2.033, 3.492)  -0.676
C (2.837, 1.214, 2.533)  -0.680
C (3.172, -0.176, 3.092)  2.231
C (4.126, 0.020, 4.285)  -1.081
O (5.443, 0.417, 3.914)  -0.574
C (1.920, -0.842, 3.681)  -2.154
Se (0.191, -0.691, 2.716)  -0.565
C (3.848, -1.114, 2.064)  -1.047
Se (4.247, -0.404, 0.267)  -0.564
H (1.287, 1.655, 3.595)  0.385
H (3.742, 1.744, 2.231)  0.573
H (2.229, 1.108, 1.640)  -0.079
H (4.223, -0.924, 4.835)  0.424
H (3.689, 0.765, 4.962)  0.343
H (5.380, 0.871, 3.064)  0.344
H (1.715, -0.428, 4.671)  0.453
H (2.094, -1.912, 3.793)  0.545
H (3.235, -2.001, 1.901)  0.118
H (4.816, -1.434, 2.449)  0.378
C (-3.008, 0.311, -2.139)  -0.715
C (-2.886, 1.336, -1.051)  0.550
C (-4.043, 1.950, -0.519)  -0.774
C (-3.918, 2.842, 0.506)  -0.883
C (-2.635, 3.204, 0.969)  0.903
C (-2.426, 4.129, 2.011)  -0.798
C (-1.147, 4.461, 2.372)  -0.721
C (-0.044, 3.961, 1.670)  -0.729
C (-0.195, 3.067, 0.622)  0.446
S (1.165, 2.616, -0.360)  -0.339
C (-1.521, 2.611, 0.313)  -0.440
N (-1.682, 1.654, -0.634)  0.350
H (-3.156, 0.802, -3.105)  0.414
H (-3.856, -0.346, -1.944)  0.021
H (-2.101, -0.288, -2.190)  -0.015
H (-5.014, 1.683, -0.918)  0.461
H (-4.794, 3.285, 0.969)  0.355
H (-3.285, 4.574, 2.501)  0.322
H (-0.981, 5.139, 3.202)  0.336
H (0.957, 4.268, 1.939)  0.329
C (0.637, 2.522, -4.069)  -0.927
N (1.751, 1.656, -3.773)  0.415
C (1.667, 0.310, -3.598)  -0.678
Se (0.315, -0.743, -4.213)  -0.307
N (2.873, -0.115, -3.144)  0.315
C (3.746, 0.958, -3.042)  0.116
C (5.085, 1.036, -2.703)  -0.667
C (5.682, 2.284, -2.776)  -0.496
C (4.967, 3.412, -3.179)  -0.655
C (3.624, 3.333, -3.512)  -0.665
C (3.025, 2.086, -3.437)  0.631
H (-0.185, 1.905, -4.424)  0.263
H (0.927, 3.241, -4.838)  0.339
H (0.338, 3.043, -3.157)  0.273
H (3.040, -1.027, -2.751)  0.373
H (5.625, 0.164, -2.361)  0.423
H (6.722, 2.386, -2.498)  0.373
H (5.471, 4.370, -3.221)  0.362
H (3.059, 4.209, -3.799)  0.389
C (1.490, -2.949, -0.335)  -0.802
C (0.370, -2.081, -0.844)  0.009
O (-0.572, -2.595, -1.418)  -0.603
H (1.435, -3.967, -0.737)  0.389
H (1.383, -2.974, 0.755)  0.107
H (2.465, -2.494, -0.531)  0.121
C (-2.798, -4.925, 1.690)  -1.297
C (-1.998, -3.707, 1.238)  -0.317
As (-2.940, -2.401, 0.093)  0.882
C (-3.600, -3.711, -1.265)  -0.782
C (-3.651, -3.137, -2.679)  -1.219
C (-4.600, -2.313, 1.220)  -1.045
C (-5.336, -0.988, 1.025)  -1.053
H (-2.182, -5.584, 2.310)  0.434
H (-3.151, -5.507, 0.836)  0.246
H (-3.669, -4.635, 2.281)  0.274
H (-1.118, -4.031, 0.681)  0.115
H (-1.631, -3.150, 2.104)  0.267
H (-4.581, -4.089, -0.965)  0.497
H (-2.900, -4.549, -1.254)  0.379
H (-4.386, -2.332, -2.755)  0.288
H (-3.915, -3.909, -3.407)  0.421
H (-2.674, -2.730, -2.945)  0.229
H (-4.284, -2.389, 2.265)  0.439
H (-5.270, -3.154, 1.017)  0.424
H (-4.678, -0.159, 1.288)  0.203
H (-6.231, -0.924, 1.652)  0.444
H (-5.640, -0.858, -0.017)  0.199

Values from the calculation:
energy relative to the best compared isomer or geometry (same formula, charge and spin)	16.8	kcal per mole
strongest force on any atom	0.91	eV Å⁻¹
DFT total energy	-11603.7145	a.u.
net charge	-2
HOMO level	-1.15	eV
2S+1	1
E_LUMO	0.1572	Ha